(1)
{
  "formula": "C16H21Cl5F3IrN4O7Se",
  "method": "ωB97M-V/def2-TZVPD",
  "elements": ["H", "C", "C", "O", "C", "O", "O", "Cl", "F", "H", "H", "C", "Cl", "C", "H", "N", "H", "C", "C", "F", "H", "H", "Cl", "H", "C", "C", "C", "H", "O", "N", "C", "C", "O", "H", "H", "H", "Se", "H", "H", "C", "H", "H", "C", "C", "O", "N", "H", "H", "O", "Cl", "C", "Cl", "H", "H", "F", "H", "Ir", "N"],
  "xyz": [[1.7048, -1.6908, 1.5732], [2.5819, 0.1881, 0.9758], [0.8871, -1.3994, -2.9257], [-4.8527, -0.0409, -0.0610], [-2.6159, 3.3359, -0.1517], [0.0644, -2.2903, 0.0232], [-2.7847, 1.3014, 1.0973], [2.1498, -2.8573, -4.8625], [-3.4341, 2.8602, -1.0926], [1.1249, -4.6395, -0.2810], [3.3222, 2.2023, 0.7704], [1.9725, -0.7357, 2.0260], [-2.1193, 1.1883, -2.9103], [0.9605, -1.7531, -4.2765], [2.0074, 3.7015, 3.3402], [1.5849, 3.5696, 2.4285], [0.5680, -0.7223, 3.6373], [2.8756, 1.5707, 1.5459], [-0.4988, -3.2982, -0.4633], [-3.3671, 4.0090, 0.7237], [-1.9526, -4.0793, -1.6292], [-1.1008, 0.5319, 2.1999], [-1.9969, 0.3846, -5.8200], [1.7769, 1.2842, 3.9838], [1.5637, 2.1650, 2.0397], [-0.9322, 0.0239, -3.3448], [1.0321, 1.3074, 3.1793], [3.6045, 1.4906, 2.3581], [-1.3151, 2.7382, 1.7608], [-0.4655, -0.2046, 1.8938], [0.7634, -0.1316, 2.7389], [-1.7999, 2.2085, 0.5489], [-3.2210, -1.1533, 1.8648], [0.8575, 2.0859, 1.2126], [2.1064, 4.1306, 1.7652], [3.5122, -0.2603, 0.6196], [-3.4064, -0.2403, 0.5591], [2.7449, -0.9343, 2.7739], [-0.9706, -1.0629, 2.1088], [-0.8894, -0.3105, -4.7016], [1.6855, 1.2993, -0.5363], [-2.0080, -2.3418, -1.4054], [0.0524, -1.2150, -5.1739], [-0.0713, -0.5289, -2.3723], [-2.3132, -0.7032, -0.6123], [-1.5346, -3.2353, -1.2810], [-0.4168, -5.4486, -0.6509], [0.1226, 1.7518, 3.5854], [-0.8650, 1.7277, -0.2732], [0.1040, -1.6454, -6.8371], [0.0525, -4.6406, -0.0945], [2.1537, -2.1540, -1.9499], [2.1155, -0.2048, -0.9671], [-0.6024, 3.3741, 1.5969], [-1.7758, 4.2146, -0.7254], [-0.1084, -4.7998, 0.9716], [-0.3179, -0.2541, -0.2832], [1.6848, 0.3306, -0.2202]],
  "mulliken_charge": [0.209, 0.489, 1.136, -0.689, 0.760, -0.414, -0.510, -0.205, -0.240, 0.232, 0.427, -1.563, -0.182, -0.440, 0.278, -0.652, 0.325, -1.784, 0.696, -0.264, 0.219, 0.170, -0.178, 0.623, 1.681, 1.099, -1.472, 0.405, -0.446, -0.786, 0.222, -0.228, -0.724, -0.499, 0.247, 0.409, 1.279, 0.658, 0.445, -0.253, 0.312, 0.216, 0.413, -1.413, -0.824, -0.087, 0.465, 0.374, -1.036, -0.193, -1.373, -0.200, 0.220, 0.407, -0.267, 0.283, 3.308, -1.082],
  "e_above_lowest_kcal_mol": 33.43,
  "multiplicity": 1,
  "gap_ev": 8.55
}

***

(2)
{
  "formula": "C31H37KN9O3PS",
  "method": "ωB97M-V/def2-TZVPD",
  "elements": ["C", "P", "C", "H", "C", "C", "N", "C", "H", "H", "H", "H", "C", "H", "C", "H", "H", "H", "H", "C", "H", "C", "C", "H", "H", "C", "O", "H", "H", "H", "O", "H", "H", "C", "N", "C", "O", "H", "C", "C", "N", "C", "C", "H", "N", "C", "K", "C", "H", "H", "N", "C", "S", "H", "H", "H", "H", "H", "N", "C", "H", "H", "H", "C", "C", "C", "C", "H", "H", "C", "H", "H", "N", "N", "C", "H", "C", "C", "C", "C", "H", "H", "N"],
  "xyz": [[-0.9102, 1.3283, -2.8437], [-0.0103, 3.6957, 0.1634], [3.8680, 3.0270, 0.3131], [0.1477, -5.9493, 0.8002], [3.3827, -1.9511, -2.3614], [-4.3423, -0.8806, -3.8623], [1.3628, -2.9884, -0.2185], [-1.8495, 2.2967, -3.0308], [4.8679, 3.4135, 0.2208], [2.2802, 5.8174, 0.5682], [-0.5348, -3.6251, 0.2124], [-2.8978, 2.8028, 4.0064], [-1.2329, -3.8499, 4.1762], [1.4666, -0.6341, 4.0792], [0.2319, -2.1864, 3.2905], [1.2768, -1.4554, -2.2687], [-3.2342, 4.4332, -2.5648], [2.3371, -2.0993, 3.6409], [-2.8086, 5.0588, 3.1270], [0.8852, -5.2262, 0.4791], [-1.5748, -2.7449, -3.2903], [-2.3901, -2.0449, -3.1848], [3.3894, 1.7773, 0.5849], [3.9411, 0.8723, 0.7730], [-2.6469, 2.3958, -3.7460], [0.5046, -3.9310, 0.1655], [2.4960, 0.2324, -2.1304], [-3.2941, -2.3528, -5.0772], [-2.6972, 5.0531, 1.3626], [-1.2972, 5.5381, 2.3375], [1.9477, -0.8919, 2.0804], [-1.4409, -4.6624, 4.8611], [1.4110, -0.1195, 1.8536], [-2.1652, 2.5557, 3.2580], [-0.6910, 1.5776, 1.8886], [-2.1497, 4.8638, 2.2848], [-1.4186, -1.6733, -1.1579], [-3.1758, -3.8820, 3.2366], [2.7969, 5.2371, -0.1943], [-2.1976, -3.4230, 3.2755], [-0.1590, 1.6133, -1.7361], [-2.4924, 4.3633, -1.7736], [2.2260, -5.5571, 0.3651], [-2.5810, -2.0295, 1.6625], [-1.6593, 3.2053, -2.0307], [3.5680, -2.2346, -0.8622], [-0.1011, -0.4235, 0.1623], [2.6509, -3.3104, -0.3535], [0.7830, -3.5421, 4.8650], [-5.0902, 0.4961, -2.4044], [-1.7175, 3.4801, 2.3571], [1.5432, -1.4229, 3.3198], [-3.2619, 0.3953, -0.1972], [-1.8962, 5.2745, -1.7580], [1.6805, 0.7372, -1.9709], [3.2793, -2.8934, -2.9088], [4.6015, -2.5310, -0.6727], [4.2822, -1.4583, -2.7395], [-0.6881, -1.7870, 2.4184], [-0.6206, 2.7594, -1.2742], [-5.1205, -0.6735, -4.5856], [3.8347, 5.5570, -0.2402], [2.0894, -0.9720, -3.7682], [2.2053, -1.0443, -2.6790], [0.0026, -3.2278, 4.1834], [-1.5244, 1.3893, 2.9539], [-3.3393, -0.4537, -1.6733], [3.3785, -1.3149, -0.3056], [2.5712, -6.5559, 0.6027], [-4.3320, -0.2325, -2.6553], [-3.0149, 4.2476, -0.8244], [-0.7597, 0.4276, -3.4158], [2.7709, 3.8221, 0.1285], [2.0263, 1.7896, 0.5748], [3.1184, -4.5915, -0.0667], [2.3301, 5.4227, -1.1605], [-1.8762, -2.3960, 2.4034], [-0.8231, 2.8415, 1.5460], [1.6728, 3.0299, 0.3039], [-3.3384, -1.8126, -4.1430], [4.1708, -4.8178, -0.1806], [-1.6342, 0.4254, 3.4200], [-2.3890, -1.4002, -1.9952]],
  "mulliken_charge": [-0.665, -0.388, -0.874, 0.494, -1.182, -0.195, 0.604, -0.721, 0.412, 0.315, 0.419, 0.418, -0.431, 0.262, 0.598, -0.265, 0.357, 0.452, 0.324, -1.110, 0.421, -0.253, -0.534, 0.523, 0.409, -0.411, -0.565, 0.416, 0.237, 0.314, -0.405, 0.400, 0.036, -0.809, 0.663, -0.801, -0.443, 0.449, -0.883, -0.781, -0.136, -0.863, -0.424, 0.235, 0.333, 0.000, 2.286, 0.412, 0.479, 0.434, 0.260, -0.787, -0.332, 0.335, 0.311, 0.380, 0.508, 0.457, 0.684, -0.211, 0.373, 0.327, 0.377, 0.373, -1.032, -0.637, 0.411, -0.506, 0.405, -0.923, 0.232, 0.575, 0.240, 0.492, -0.974, 0.315, -0.490, -0.371, -0.410, -0.809, 0.460, 0.441, -0.039],
  "e_above_lowest_kcal_mol": 10.13,
  "multiplicity": 1,
  "gap_ev": 6.76
}

***

(3)
{
  "formula": "C16H12BrClN2O2S",
  "method": "ωB97M-V/def2-TZVPD",
  "elements": ["C", "H", "H", "H", "C", "C", "H", "Cl", "N", "C", "H", "C", "C", "H", "H", "Br", "H", "N", "O", "C", "C", "C", "C", "H", "O", "S", "C", "C", "C", "C", "H", "C", "C", "H", "H"],
  "xyz": [[1.7355, -3.6439, 1.5193], [-2.9262, 0.6264, -3.2504], [-1.5770, 2.7195, -0.1283], [-1.6100, 0.9115, -4.4008], [2.1473, 0.8421, 0.2199], [-1.3558, -0.3318, 0.4596], [2.5564, -1.6710, 1.5123], [3.2024, -4.4628, 1.9554], [0.4019, 2.1277, 1.2114], [-2.1149, 1.3022, -3.5371], [-2.7074, -1.9779, 0.5077], [-0.6124, -3.8517, 1.0665], [2.9981, 1.9536, 0.1839], [-2.5234, 2.2791, -3.7333], [-1.4712, -4.5082, 0.9657], [0.6132, -6.3077, 1.6925], [3.0614, 4.0717, 0.6753], [-1.7517, -1.6661, 0.5929], [-3.4985, 0.3518, -0.1199], [0.0073, -0.2780, 0.7452], [-2.3267, 0.6763, -0.0116], [0.5761, -4.4279, 1.3724], [-2.0068, 1.9632, -0.7777], [2.5290, -0.0581, -0.1677], [-0.2055, 2.6596, -2.4895], [-0.9122, 1.4394, -2.1731], [1.2135, 3.2094, 1.2110], [-0.6927, -2.4862, 0.8997], [1.6495, -2.2580, 1.3652], [0.4315, -1.6864, 1.0152], [3.9678, 1.8716, -0.2436], [2.5023, 3.1571, 0.6892], [0.8458, 0.9446, 0.7601], [0.7971, 4.1218, 1.5761], [-2.9436, 2.3874, -1.1632]],
  "mulliken_charge": [0.104, 0.335, 0.400, 0.367, -0.657, -0.781, 0.606, -0.220, -0.520, -1.066, 0.215, -0.576, -0.627, 0.335, 0.436, -0.162, 0.399, -0.020, -0.617, 1.197, 0.228, -0.226, -0.802, 0.591, -0.669, 0.679, -0.277, -0.904, -0.417, 1.155, 0.461, -0.487, 0.613, 0.445, 0.461],
  "e_above_lowest_kcal_mol": 0.00,
  "multiplicity": 1,
  "gap_ev": 7.88
}

***

(4)
{
  "formula": "C4H9N2O2",
  "method": "ωB97M-V/def2-TZVPD",
  "elements": ["C", "H", "C", "N", "H", "H", "O", "H", "H", "H", "H", "H", "C", "O", "H", "C", "N"],
  "xyz": [[0.0415, 2.0464, -0.9119], [3.2189, 1.2442, -1.4464], [-2.0864, -2.0340, 1.4692], [1.8749, -0.1611, -0.7533], [0.9191, -0.5347, -0.4783], [-2.9145, -1.9780, 0.7590], [-0.5885, -0.2263, 1.9192], [-0.0094, 1.7982, 0.1540], [-2.3851, -1.8216, 2.4945], [-1.6905, -3.0475, 1.3969], [-0.4174, 3.0270, -1.0629], [2.6828, -0.6884, -0.4677], [-1.0189, -0.9956, 1.0527], [-0.6176, -1.0937, -0.1497], [-0.5768, 1.2721, -1.3774], [2.1629, 1.0933, -1.2022], [1.4049, 2.0999, -1.3956]],
  "mulliken_charge": [-0.665, 0.301, -0.976, -0.323, 0.363, 0.254, -0.715, 0.231, 0.274, 0.243, 0.295, 0.186, 0.718, -0.872, 0.225, 0.109, -0.648],
  "charge": -1,
  "e_above_lowest_kcal_mol": 6.06,
  "multiplicity": 1,
  "gap_ev": 8.69
}

***

(5)
{
  "formula": "CH5N2OP",
  "method": "ωB97M-V/def2-TZVPD",
  "elements": ["P", "H", "H", "N", "H", "H", "O", "N", "C", "H"],
  "xyz": [[-1.2857, 1.5772, 0.1680], [1.1842, -1.2454, -1.6048], [-0.5634, 2.7618, -0.2355], [-0.6291, 0.2784, -0.6772], [2.7563, -1.4781, -0.7448], [-0.4642, 1.3470, 1.2272], [1.9435, 0.4226, 0.9385], [1.8868, -1.0691, -0.8360], [1.5288, -0.1787, 0.0616], [-0.5811, 0.4945, -1.6531]],
  "mulliken_charge": [0.011, 0.283, 0.005, -0.644, 0.220, -0.009, -0.311, -0.345, 0.569, 0.220],
  "e_above_lowest_kcal_mol": 70.46,
  "multiplicity": 1,
  "gap_ev": 7.55
}

***

(6)
{
  "formula": "C5H14NSi",
  "method": "ωB97M-V/def2-TZVPD",
  "elements": ["H", "H", "H", "C", "H", "C", "C", "H", "H", "H", "H", "Si", "H", "N", "H", "H", "H", "H", "C", "H", "C"],
  "xyz": [[-1.9122, 1.5225, 0.0368], [2.3629, -1.9024, 0.2835], [2.5043, 1.8121, -0.1967], [-1.8657, 0.5812, -0.5122], [1.1872, 2.3363, 0.8313], [-0.5756, 0.4911, -1.3090], [1.7333, -1.5549, -0.5301], [-2.6755, -0.4944, 1.0885], [-0.3792, 1.4387, -1.7998], [2.3858, -1.3594, -1.3752], [2.3965, 1.2228, 1.4451], [0.7933, 0.0106, -0.0378], [-0.6726, -0.2511, -2.0999], [-1.8451, -0.5235, 0.4883], [-0.6965, 0.3256, 2.0245], [-2.7569, 0.4919, -1.1350], [-1.8554, -1.4124, -0.0210], [-0.4264, -1.3907, 1.7899], [-0.5893, -0.4509, 1.2712], [1.0787, -2.3762, -0.8121], [1.8084, 1.4831, 0.5697]],
  "mulliken_charge": [0.348, 0.341, 0.347, -0.630, 0.357, -0.646, -0.989, 0.351, 0.421, 0.342, 0.342, 0.112, 0.372, -0.175, 0.336, 0.364, 0.365, 0.419, -0.715, 0.350, -1.012],
  "charge": 1,
  "e_above_lowest_kcal_mol": 0.00,
  "multiplicity": 1,
  "gap_ev": 11.49
}